Entry 1:
C40H77O15S | the ωB97M-V functional and the def2-TZVPD basis

```
133
Properties=species:S:1:pos:R:3:forces:R:3
C -0.39645 -0.59865 -0.01041 0.687 0.631 -0.515
C -0.13022 -0.08745 -1.40778 -0.339 -0.767 0.786
O -0.63869 -0.53464 -2.39435 -0.003 0.277 -0.315
O 0.75050 0.98578 -1.42146 -0.860 0.400 0.208
C 0.44967 1.92682 -2.40201 0.326 0.330 -1.465
O 0.76190 1.72403 -3.54126 0.193 -0.189 0.289
C -0.27389 3.23014 -2.07846 0.576 -0.874 0.541
S -0.53598 3.55435 -0.33261 -2.438 0.673 0.826
O -1.27805 4.80725 -0.30479 0.329 0.490 -0.589
O -1.39342 2.47891 0.15871 0.265 -0.752 -0.500
O 0.73127 3.62352 0.34343 1.360 -0.117 -0.111
H -0.97946 0.18490 0.48043 0.100 -0.088 0.112
H 0.56745 -0.67859 0.49891 -0.173 0.075 0.220
H -0.91126 -1.55336 -0.01946 -0.038 0.059 -0.155
H -1.23145 3.16890 -2.59971 -0.107 0.009 0.309
H 0.28235 4.03354 -2.56147 0.054 0.006 0.208
C 4.66803 5.19513 0.66526 0.195 -0.134 -0.080
C 5.06094 6.57061 0.14259 -0.081 0.158 0.047
C 5.05903 6.34566 -1.36352 0.031 -0.235 -0.079
O 4.07971 5.34537 -1.62835 0.165 0.075 0.146
C 3.66984 4.73553 -0.38623 -0.264 0.181 0.009
H 4.24738 5.20923 1.66938 -0.051 0.016 -0.027
H 5.54199 4.53628 0.66973 -0.008 0.012 0.022
H 4.29594 7.30229 0.41383 0.026 0.007 0.017
H 6.02081 6.92730 0.51796 -0.005 0.006 -0.012
H 6.03129 5.97151 -1.70986 0.063 0.120 0.021
H 4.81582 7.25116 -1.92526 -0.023 -0.027 -0.048
H 2.66093 5.07937 -0.15454 -0.030 -0.155 0.049
H 3.64429 3.65310 -0.50102 -0.056 0.016 -0.114
C -0.40407 0.60574 5.02897 0.173 -0.142 0.217
C -0.01965 1.96052 4.45047 -0.185 0.015 0.021
C -0.03966 1.67796 2.95568 0.114 0.009 -0.156
O -1.02967 0.65577 2.74928 0.059 -0.021 0.499
C -1.41202 0.10324 4.00628 -0.122 0.158 -0.214
H -0.81339 0.65790 6.03991 -0.042 -0.003 -0.024
H 0.46888 -0.05248 5.04613 -0.023 -0.013 -0.037
H -0.78258 2.70229 4.70258 0.030 0.022 -0.015
H 0.94411 2.33267 4.79913 0.014 -0.010 -0.034
H 0.92501 1.29081 2.61082 0.027 0.056 0.016
H -0.29119 2.55064 2.36161 -0.039 -0.106 -0.120
H -2.42440 0.45746 4.23896 -0.010 -0.071 0.104
H -1.43326 -0.98717 3.93599 -0.011 0.006 -0.064
C 4.29927 -0.70473 5.90738 -0.117 -0.022 0.184
C 4.64363 -1.88746 5.01653 0.187 0.010 -0.122
C 3.36908 -2.04450 4.20325 -0.280 -0.043 -0.022
O 2.79409 -0.74093 4.07370 0.295 -0.040 0.299
C 3.46224 0.15604 4.97317 0.012 0.071 -0.274
H 5.17067 -0.18177 6.30017 -0.009 0.021 -0.025
H 3.69204 -1.03932 6.75267 0.011 0.022 0.001
H 5.47724 -1.62750 4.35926 -0.006 -0.022 0.002
H 4.91222 -2.78973 5.56554 -0.033 -0.004 -0.005
H 2.64441 -2.68484 4.71912 0.058 -0.081 -0.014
H 3.55313 -2.45860 3.21090 -0.073 0.051 -0.031
H 4.09191 0.82304 4.37520 0.009 0.062 0.080
H 2.72446 0.75770 5.50539 -0.076 -0.020 -0.089
C 3.71657 11.57615 2.02572 -0.030 0.102 0.169
C 5.19585 11.52210 1.67137 0.043 -0.029 -0.191
C 5.69283 10.40993 2.58264 -0.009 -0.061 0.200
O 4.60145 9.50412 2.76058 0.003 0.253 -0.079
C 3.40124 10.10716 2.26162 -0.015 -0.199 -0.149
H 3.09459 12.02491 1.25239 0.000 -0.035 -0.010
H 3.57522 12.14363 2.94930 -0.017 -0.002 -0.016
H 5.31679 11.23121 0.62497 0.018 0.004 0.013
H 5.72107 12.46440 1.82511 0.002 -0.013 0.027
H 5.97532 10.79943 3.56755 0.079 0.054 -0.040
H 6.54568 9.87299 2.16443 -0.033 -0.071 0.029
H 3.13182 9.60438 1.32705 -0.085 0.040 0.003
H 2.59458 9.95833 2.97945 0.046 -0.079 0.029
C -0.26697 7.90328 -4.67477 -0.036 0.128 0.136
C 1.23745 7.83262 -4.90270 0.015 -0.057 -0.180
C 1.63647 6.68634 -3.98393 0.018 0.000 0.215
O 0.51576 5.79962 -3.93080 0.043 0.253 -0.186
C -0.62505 6.43394 -4.50931 -0.025 -0.187 -0.077
H -0.81406 8.38515 -5.48517 0.000 -0.028 -0.013
H -0.47764 8.44634 -3.75034 -0.021 -0.020 -0.004
H 1.44391 7.56916 -5.94375 0.015 0.011 0.010
H 1.76211 8.76077 -4.67653 0.000 -0.009 0.033
H 1.83773 7.04032 -2.96778 0.090 0.008 -0.019
H 2.51273 6.14412 -4.34009 -0.036 -0.086 0.071
H -0.82203 5.96106 -5.47873 -0.069 0.059 -0.022
H -1.49211 6.28062 -3.86565 0.061 -0.071 0.064
C 1.39950 -5.05010 -0.40811 0.014 -0.034 0.144
C 0.26075 -5.98077 -0.80781 0.070 -0.020 -0.172
C -0.93649 -5.29911 -0.16566 -0.029 0.064 0.200
O -0.65072 -3.89731 -0.15276 0.135 -0.201 0.002
C 0.72756 -3.68635 -0.47745 -0.039 0.018 -0.234
H 2.27545 -5.12428 -1.05212 -0.014 0.027 -0.014
H 1.71099 -5.26314 0.61841 0.012 0.005 -0.012
H 0.15041 -5.98646 -1.89540 -0.013 -0.004 0.012
H 0.39139 -7.00833 -0.47426 -0.057 0.010 0.032
H -1.07291 -5.62847 0.87003 -0.025 -0.121 -0.037
H -1.86424 -5.47662 -0.71046 -0.019 0.069 0.017
H 0.77707 -3.26921 -1.48898 0.083 0.037 0.021
H 1.16185 -2.96631 0.21495 -0.083 0.018 0.033
C -1.77251 -10.73007 1.07697 0.061 0.049 0.210
C -3.20212 -10.26443 0.83940 -0.083 -0.097 -0.235
C -3.02940 -8.75668 0.74601 0.068 0.122 0.183
O -1.72295 -8.52756 0.20545 -0.056 -0.197 0.058
C -0.98300 -9.75217 0.21926 -0.030 0.036 -0.205
H -1.59696 -11.77064 0.80652 -0.005 0.016 -0.036
H -1.50958 -10.60268 2.13037 0.031 -0.011 -0.018
H -3.56739 -10.65946 -0.11174 -0.059 -0.020 0.044
H -3.89770 -10.56486 1.62178 -0.001 0.023 -0.001
H -3.07408 -8.28785 1.73493 -0.085 -0.003 -0.002
H -3.77662 -8.28554 0.10595 0.071 0.058 -0.033
H -0.89879 -10.10904 -0.81339 0.060 -0.077 0.029
H 0.02083 -9.56713 0.60520 -0.011 0.090 -0.020
C -3.86789 0.21079 -2.88282 -0.065 0.131 -0.228
C -4.44787 1.17726 -1.85792 0.088 -0.094 0.232
C -5.80001 0.54355 -1.56532 -0.083 -0.003 -0.158
O -5.63867 -0.86917 -1.73664 0.021 0.079 -0.067
C -4.37870 -1.12645 -2.37582 0.119 -0.039 0.230
H -2.78378 0.24965 -2.95570 -0.006 -0.057 0.029
H -4.28612 0.42164 -3.87236 -0.004 -0.025 0.001
H -3.82968 1.17872 -0.95703 0.025 0.089 -0.034
H -4.52742 2.20331 -2.21486 -0.001 -0.004 0.010
H -6.56303 0.88672 -2.27546 -0.011 0.073 0.033
H -6.15136 0.74897 -0.55287 -0.019 -0.086 0.010
H -3.69968 -1.55162 -1.62990 0.080 0.001 -0.078
H -4.51760 -1.85679 -3.17514 -0.098 -0.022 0.038
C -6.02056 -10.29012 -3.88839 0.179 -0.008 -0.114
C -6.87347 -11.54786 -3.81737 -0.198 0.031 0.062
C -6.15000 -12.35458 -2.75064 0.197 -0.090 0.037
O -5.55585 -11.41209 -1.85166 -0.074 0.089 -0.232
C -5.62056 -10.10105 -2.43351 -0.123 0.019 0.194
H -6.54195 -9.42742 -4.30005 -0.001 0.005 0.030
H -5.13393 -10.47654 -4.49924 -0.005 0.033 0.004
H -7.88076 -11.29526 -3.47715 0.002 -0.024 -0.011
H -6.95786 -12.07687 -4.76581 0.027 -0.011 0.011
H -5.34792 -12.96094 -3.18573 -0.063 -0.051 -0.049
H -6.81984 -13.01260 -2.19531 0.049 0.018 0.075
H -6.37397 -9.52593 -1.88513 0.028 0.078 -0.051
H -4.65595 -9.60354 -2.32373 0.020 -0.066 0.072
```
Forces are in eV/Å.

As for the LUMO energy: 1.9434 eV. The relative energy (zero: lowest compared OMol25 entry of this formula, charge and spin) comes out at 31.6 kJ/mol. Its total charge is -1. The calculation puts the maximum force at 2.66 eV/A. Its orbital gap is 7.192 eV. The value obtained for the HOMO energy is -0.1929 Ha. The total energy is -3097.049925 Eh.

These are the Löwdin partial charges, in e, on atoms 1 to 4: 0.03 -0.46 0.11 0.08

=====

Entry 2:
C2H3NO2 | the ωB97M-V functional and the def2-TZVPD basis

```
8
Properties=species:S:1:pos:R:3:forces:R:3
O -0.30989 -1.72228 2.30365 1.955 7.313 -5.844
C -0.00768 -0.60008 1.34410 -0.060 -6.568 4.040
N 0.94976 -0.19871 0.47483 -2.690 -0.816 2.571
C -0.38903 0.33346 0.26728 -1.231 0.530 -1.036
O -1.14991 -0.16521 -0.81798 2.211 -2.429 0.348
H 1.91171 -0.29647 0.29356 1.141 0.024 -0.561
H -0.56592 1.43112 0.38726 0.097 -1.144 -0.011
H -0.78568 -1.14779 -0.97528 -1.424 3.089 0.493
```
Forces are in eV/Å.

As for the LUMO energy (spin up / spin down): 0.4589 / 0.4587 eV. The relative energy (zero: lowest compared OMol25 entry of this formula, charge and spin) comes out at 438.5 kJ/mol. Its total charge is 0. As for the structure (SMILES): O=C1N[C@H]1O. The calculation puts the maximum force at 9.56 eV/A. Its orbital gap (spin up / spin down) is 10.261 / 10.260 eV. The value obtained for the HOMO energy (spin up / spin down) is -0.3602 / -0.3602 Ha. The total energy is -283.091000 Eh.

These are the natural (NBO) partial charges, in e, on atoms 1 to 4: -0.63 0.60 -0.61 0.20

=====

Entry 3:
C2H4N2O | the ωB97M-V functional and the def2-TZVPD basis

```
9
Properties=species:S:1:pos:R:3:forces:R:3
H -0.90028 -1.53357 0.44384 -2.254 2.048 -1.942
N -1.73446 -0.87285 0.01506 4.183 3.238 1.651
C -1.26809 0.38711 -0.06138 -0.738 -1.235 -0.040
N 0.12847 0.96751 -0.01717 -5.201 0.747 1.217
C 1.29854 0.25938 0.07354 -0.752 -0.482 -1.142
O 1.49860 -0.93270 -0.07954 -0.672 1.235 0.603
H -1.96471 1.36998 -0.18875 1.138 -2.882 -0.034
H -0.06121 2.04450 0.24514 1.809 -3.403 -0.809
H 1.99669 1.03918 0.07790 2.487 0.735 0.495
```
Forces are in eV/Å.

As for the LUMO energy: 0.4467 eV. The relative energy (zero: lowest compared OMol25 entry of this formula, charge and spin) comes out at 185.7 kJ/mol. Its total charge is 0. As for the structure (SMILES): [H]/N=C\NC=O. The calculation puts the maximum force at 5.54 eV/A. Its orbital gap is 10.470 eV. The value obtained for the HOMO energy is -0.3684 Ha. The total energy is -263.292530 Eh.

These are the natural (NBO) partial charges, in e, on atoms 1 to 4: 0.37 -0.63 0.25 -0.67

=====

Entry 4:
C2H2Br2ClNO2 | the ωB97M-V functional and the def2-TZVPD basis

```
10
Properties=species:S:1:pos:R:3:forces:R:3
C 1.79968 -0.25278 -0.25251 -0.187 0.159 -0.647
C -1.83844 -0.42076 0.32847 -0.409 -0.480 -0.014
N 0.90607 0.72785 -0.05626 -2.099 0.030 -0.195
O 0.43171 1.20369 -1.15933 0.695 0.741 -0.258
O 0.34301 1.13660 1.03008 2.607 -0.631 -1.179
Cl -1.77653 -0.41750 2.00006 -0.153 -0.274 0.203
Br -1.94606 1.09017 -0.59269 -0.486 0.762 -0.343
Br -2.25386 -1.95384 -0.62303 0.019 -0.584 0.139
H 2.02298 -0.60476 -1.32002 -0.498 0.789 2.058
H 2.31143 -0.50868 0.64522 0.509 -0.512 0.235
```
Forces are in eV/Å.

As for the LUMO energy (spin up / spin down): -2.3415 / -1.0670 eV. The relative energy (zero: lowest compared OMol25 entry of this formula, charge and spin) comes out at 407.5 kJ/mol. Its total charge is 0. The calculation puts the maximum force at 2.93 eV/A. Its orbital gap (spin up / spin down) is 5.595 / 8.146 eV. The value obtained for the HOMO energy (spin up / spin down) is -0.2917 / -0.3386 Ha. The total energy is -5890.592668 Eh.

These are the natural (NBO) partial charges, in e, on atoms 1 to 4: -0.20 -0.43 0.34 -0.42